51
Properties=species:S:1:pos:R:3:mulliken_spin:R:1 method="wB97M-V/def2-TZVPD" total_energy_ha=-6902.55686 spin_multiplicity=2 relative_energy_kj_mol=230.2 max_force_ev_per_a=2.0 s_squared=0.783 homo_lumo_gap_ha="0.235 / 0.181" total_charge=+2
Ti 0.59 0.34 0.10 0.008
Cl 5.27 -0.49 5.44 0.000
C 3.97 -0.19 4.36 -0.001
C 2.69 0.05 4.86 0.004
C 1.61 0.31 4.03 -0.001
C 1.80 0.31 2.67 0.003
O 0.77 0.57 1.83 0.004
C 3.08 0.03 2.14 -0.007
C 3.32 -0.06 0.76 0.012
O 2.39 -0.02 -0.13 -0.008
C 4.18 -0.20 3.01 0.004
H 2.55 0.05 5.94 0.000
H 0.63 0.52 4.44 0.000
H 4.33 -0.22 0.40 0.000
H 5.16 -0.39 2.60 0.000
Ge 0.28 -2.16 -0.26 0.002
C 0.27 -2.28 -2.16 0.010
C 1.24 -3.05 -2.81 0.000
C 1.23 -3.15 -4.20 0.010
C 0.28 -2.45 -4.93 0.003
C -0.68 -1.68 -4.30 0.000
C -0.68 -1.59 -2.91 0.022
C -1.45 -1.99 0.59 0.001
C -2.11 -3.08 1.16 -0.001
C -3.35 -2.91 1.75 0.000
C -3.95 -1.66 1.80 -0.001
C -3.30 -0.56 1.26 0.004
C -2.07 -0.74 0.66 0.011
H 1.19 -3.17 0.42 -0.001
H 1.99 -3.60 -2.24 0.000
H 1.96 -3.76 -4.70 0.000
H 0.27 -2.53 -6.01 0.000
H -1.43 -1.15 -4.87 0.000
H -1.46 -1.02 -2.41 -0.004
H -1.66 -4.07 1.14 0.000
H -3.86 -3.77 2.18 0.000
H -4.92 -1.53 2.26 0.000
H -3.76 0.42 1.30 0.000
H -1.62 0.14 0.21 -0.009
Se 0.46 1.65 -1.99 0.574
C -0.51 3.14 -1.52 0.077
C -0.78 4.06 -2.57 0.099
C -1.53 5.18 -2.30 -0.034
C -2.01 5.40 -1.01 0.170
C -1.74 4.50 0.04 -0.020
C -0.99 3.38 -0.21 0.054
H -0.40 3.87 -3.56 -0.002
H -1.74 5.89 -3.09 0.001
H -2.60 6.28 -0.80 0.005
H -2.12 4.69 1.03 0.001
H -0.77 2.72 0.61 0.009